No. 1
# C5H14N

An isolated ion of composition C5H14N and charge +2 in a non-equilibrium geometry (the ωB97M-V functional and the def2-TZVPD basis, OMol25).

```
20
Properties=species:S:1:pos:R:3
H 2.365 -1.665 -0.433
H -0.815 2.588 0.259
H 1.425 0.090 -1.786
H -1.948 2.132 1.646
H -1.870 0.760 -0.624
H -0.045 1.177 -1.980
H -0.259 1.947 1.713
C 0.068 -1.606 -0.273
C 0.668 0.725 -1.278
H 0.011 -1.845 -1.347
H -0.753 -1.930 0.389
H 1.629 -3.169 -0.050
H -1.894 0.022 0.979
H 0.860 0.091 0.652
N -1.066 1.981 1.047
C 0.083 0.050 -0.096
C 1.451 -2.099 0.146
H 1.659 -1.952 1.165
H 1.114 1.713 -0.927
C -1.260 0.634 0.319
```

Output
lowest unoccupied orbital energy (spin up / spin down)	-0.2784 / -0.5284	Eh
ΔE to the lowest compared entry with this formula, charge and spin	185.7	kJ/mol
net charge	+2
Kohn-Sham gap (spin up / spin down)	13.4 / 6.6	eV
2S+1	2

=====

No. 2
# C11H23FNO2P2Ru

C11H23FNO2P2Ru as an isolated structure in a non-equilibrium geometry (the ωB97M-V functional and the def2-TZVPD basis, OMol25).

```
41
Properties=species:S:1:pos:R:3
C 0.962 -1.904 2.132
H 0.067 1.753 1.448
H 0.003 -2.280 1.770
H 1.399 1.041 -2.377
C 2.765 0.358 2.057
H -1.961 0.836 2.655
Ru 0.112 0.719 -0.075
O 1.838 1.451 -1.653
H 3.132 -1.368 -0.453
H 2.143 -2.952 -2.573
P -1.973 0.445 0.344
H -1.895 2.535 -0.811
C -1.261 -1.473 -1.442
O 1.661 5.102 -0.294
H 2.419 0.508 3.086
C 0.002 -2.906 -2.903
C -2.703 1.867 -0.460
H 0.940 -1.626 3.188
H 3.606 -0.337 2.039
H 2.999 1.334 1.621
F -0.199 2.621 2.004
H -3.259 2.382 0.316
C 1.141 -1.615 -1.239
H -2.978 -1.716 -0.150
H -2.193 -2.728 -2.854
C 1.181 -2.533 -2.301
H 1.290 5.510 0.543
H -2.365 -0.905 2.249
C -1.231 -2.438 -2.440
H -3.340 1.480 -1.267
C -2.482 -0.931 -0.743
H 2.411 0.840 -1.107
C 2.085 -1.332 -0.234
N -0.074 -0.938 -1.130
C -2.545 0.154 2.003
H -3.622 0.410 1.998
P 1.381 -0.415 1.214
H 0.008 -3.589 -3.756
H 1.966 5.810 -0.870
H 1.786 -2.607 1.947
H -3.217 -0.565 -1.483
```

Output
lowest unoccupied orbital energy (spin up / spin down)	-0.2536 / -0.3667	Eh
net charge	+2
Kohn-Sham gap (spin up / spin down)	7.1 / 5.8	eV
2S+1	6

=====

No. 3
# C12H48N24O12

A 12-piece molecular cluster, C12H48N24O12 overall in a non-equilibrium geometry (the ωB97M-V functional and the def2-TZVPD basis, OMol25).

```
96
Properties=species:S:1:pos:R:3
H -36.628 -26.926 -9.931
H -37.770 -23.780 -11.168
O -32.000 -25.870 -10.768
N -32.156 -26.159 -8.487
H -38.327 -20.965 -14.076
C -27.688 -24.276 -10.640
H -28.202 -22.627 -13.576
N -37.460 -24.150 -10.283
H -32.735 -19.982 -12.444
H -36.815 -24.943 -7.997
N -26.262 -23.137 -14.624
N -35.696 -26.777 -10.296
C -30.706 -19.972 -11.857
H -39.746 -23.952 -13.326
H -31.130 -19.854 -14.435
C -31.592 -26.365 -9.714
C -30.591 -26.010 -14.370
N -36.157 -25.744 -14.815
H -28.977 -19.521 -10.916
N -28.520 -23.095 -14.405
N -30.413 -27.002 -9.609
N -37.276 -24.363 -16.192
N -29.949 -19.275 -10.992
O -36.414 -28.383 -11.741
C -38.361 -24.624 -9.382
N -37.682 -21.600 -13.648
O -35.954 -17.866 -14.052
N -29.005 -24.006 -10.831
H -29.853 -27.325 -10.381
O -33.974 -21.679 -13.538
H -35.480 -20.419 -15.856
H -33.202 -17.631 -17.089
N -31.907 -19.627 -15.031
H -33.901 -28.380 -12.396
H -33.883 -18.948 -16.169
N -32.321 -22.910 -12.587
H -25.939 -23.312 -11.047
C -33.604 -22.693 -12.921
H -39.972 -22.214 -13.583
H -26.166 -22.819 -13.679
O -30.310 -20.876 -12.612
N -30.240 -26.449 -13.128
C -36.469 -25.450 -16.096
H -29.708 -24.725 -10.764
H -29.487 -23.302 -14.586
H -33.559 -27.184 -11.203
H -37.804 -24.285 -17.047
H -37.018 -19.182 -16.801
H -30.095 -26.370 -16.246
N -37.783 -25.046 -8.234
H -34.945 -26.258 -9.888
H -29.405 -23.265 -11.387
C -27.484 -23.478 -15.154
N -29.923 -26.698 -15.309
H -36.738 -21.318 -13.435
N -39.393 -23.013 -13.414
N -34.225 -27.801 -11.643
H -35.235 -26.111 -14.653
C -38.033 -22.878 -13.422
H -25.502 -23.401 -15.226
O -27.566 -23.987 -16.267
H -36.534 -24.505 -10.134
H -36.717 -25.517 -14.008
O -27.230 -25.375 -10.326
H -35.386 -23.366 -12.477
N -34.410 -23.624 -12.376
O -31.525 -25.237 -14.595
H -33.107 -25.852 -8.413
O -37.315 -23.824 -13.076
C -35.500 -27.710 -11.253
H -27.309 -22.330 -10.469
H -38.397 -25.374 -7.508
H -30.749 -26.094 -12.331
H -36.865 -17.498 -16.345
H -29.406 -27.524 -15.086
H -32.119 -23.599 -11.885
H -32.217 -18.773 -11.386
H -32.670 -20.279 -15.038
H -34.898 -20.260 -14.236
N -33.085 -18.407 -16.462
O -39.578 -24.527 -9.501
H -30.191 -18.330 -10.756
N -36.713 -18.479 -16.159
N -32.020 -19.670 -11.803
H -37.706 -24.021 -15.348
O -35.818 -25.897 -17.035
O -30.920 -17.778 -15.866
H -30.045 -27.370 -8.749
C -31.910 -18.514 -15.797
N -26.890 -23.200 -10.749
H -31.564 -22.288 -12.838
N -35.461 -19.898 -15.000
H -29.378 -26.941 -12.980
H -31.577 -26.410 -7.708
H -34.170 -24.573 -12.157
C -36.098 -18.673 -14.948
```

Output
SMILES	NC(N)=O.NC(N)=O.NC(N)=O.NC(N)=O.NC(N)=O.NC(N)=O.NC(N)=O.NC(N)=O.NC(N)=O.NC(N)=O.NC(N)=O.NC(N)=O
lowest unoccupied orbital energy	-0.0144	Eh
ΔE to the lowest compared entry with this formula, charge and spin	352.9	kJ/mol
net charge	0
Kohn-Sham gap	8.7	eV

=====

No. 4
# C20H35AuN2OS4SbSe

C20H35AuN2OS4SbSe as an isolated structure (the ωB97M-V functional and the def2-TZVPD basis, OMol25).

```
65
Properties=species:S:1:pos:R:3
H -4.988 1.217 0.926
C 4.530 -0.881 1.148
H -2.145 2.862 -5.268
C -3.607 1.665 -0.657
S 0.703 -4.342 2.108
H -5.019 0.032 -0.384
C -1.436 1.893 -3.490
H -0.865 -1.655 -3.693
S 1.024 -2.251 0.048
Sb -2.002 0.582 -1.773
H -0.661 0.260 -4.702
H -3.069 -2.078 -0.638
C 3.227 0.539 0.037
C -3.583 -2.056 -1.602
S -0.708 -2.683 4.027
H 2.231 0.598 2.677
H -5.053 1.764 -2.282
C -1.500 -2.138 -2.947
H -0.904 -2.284 -2.043
H -1.689 3.759 -2.401
H -5.366 2.873 -0.937
O -0.160 -5.233 4.438
H 0.486 0.881 -3.498
H -3.555 3.191 0.864
C -3.584 -1.146 -3.928
C -4.577 2.425 -1.554
C -0.302 1.162 -4.202
H 3.377 1.919 2.417
C 0.438 -2.657 1.630
H 2.379 -0.829 -2.268
C -0.072 -4.286 3.687
C -4.364 0.668 0.212
H 5.085 -2.028 -0.653
H 4.988 -1.331 2.010
H -2.953 1.322 -4.948
H 0.141 1.816 -4.962
H -2.244 3.340 -0.318
H -3.372 2.753 -4.001
H -3.974 -2.120 -4.249
H -3.679 0.037 0.784
N 3.710 0.222 1.255
C -2.761 -1.328 -2.659
H -4.075 3.234 -2.087
H -2.175 2.082 0.919
C -0.203 -1.879 2.532
H -4.561 -1.593 -1.468
H -0.437 3.798 -3.649
S -0.606 -0.190 2.451
H -4.435 -0.481 -3.763
C -0.893 3.176 -2.870
H 4.075 -1.097 -2.743
C 3.394 -0.427 -2.221
H -2.979 -0.748 -4.743
H -3.743 -3.093 -1.920
H 3.406 0.558 -2.684
C -2.550 2.219 -4.477
H 3.888 0.457 3.308
N 3.797 -0.320 -0.841
Se 2.142 1.956 -0.404
C -2.844 2.626 0.249
C 3.280 0.837 2.490
C 4.583 -1.220 -0.154
H -0.129 2.967 -2.118
H -1.780 -3.127 -3.330
Au -0.198 -0.050 -0.002
```

Output
lowest unoccupied orbital energy	0.0916	Eh
net charge	-1
Kohn-Sham gap	5.7	eV

=====

No. 5
# C19H23CaN4PS2

C19H23CaN4PS2 as an isolated structure in a non-equilibrium geometry (the ωB97M-V functional and the def2-TZVPD basis, OMol25).

```
50
Properties=species:S:1:pos:R:3
H -0.737 3.130 -1.324
C 0.666 3.014 3.032
C -3.004 1.810 -2.192
P -0.366 -0.541 -0.751
C 2.262 0.158 -0.013
C 1.293 -1.710 1.143
H 4.260 0.667 0.552
C 3.430 -0.008 0.709
C -1.015 -5.081 -1.107
N -0.634 3.529 -2.252
Ca -2.710 0.784 0.655
S -0.548 2.224 0.761
H -2.965 -4.642 -0.327
H 2.181 0.967 -0.723
H 0.172 4.110 -2.414
C 1.194 -0.710 0.180
H 1.350 -2.781 -1.843
H -1.189 0.088 5.095
C -1.479 3.241 -3.250
C -0.740 0.940 3.201
S -1.658 -0.434 2.610
H 0.555 1.099 -2.268
H 0.842 2.889 4.098
H 0.445 -2.357 1.322
H -0.454 4.378 -4.632
C 0.303 0.044 -2.373
N -3.576 1.131 -1.445
N -2.537 2.486 -3.162
N -1.237 3.772 -4.466
C -0.231 1.945 2.467
C 2.464 -1.877 1.856
H 1.184 -0.520 -2.679
H 2.538 -2.664 2.592
C -0.603 -2.333 -1.068
C -1.817 -2.870 -0.660
C 3.536 -1.025 1.641
H 4.452 -1.154 2.199
H -0.824 1.815 5.175
H -0.485 -0.052 -3.120
H 0.235 3.999 2.845
H -2.586 -2.188 -0.298
C -2.025 -4.238 -0.675
H -1.897 3.583 -5.201
H 0.972 -5.214 -1.890
C 0.188 -4.552 -1.550
C -0.549 0.874 4.698
H -1.165 -6.150 -1.089
C 0.396 -3.185 -1.530
H 0.484 0.637 4.957
H 1.626 2.972 2.513
```

Output
lowest unoccupied orbital energy	0.0025	Eh
net charge	0
Kohn-Sham gap	6.2	eV

=====

No. 6
# C3H10N4

One molecule with the formula C3H10N4 in a non-equilibrium geometry (the ωB97M-V functional and the def2-TZVPD basis, OMol25).

```
17
Properties=species:S:1:pos:R:3
H -2.193 -0.198 1.303
H 1.399 -1.740 -1.170
H 0.710 0.452 -1.174
N -1.413 -0.062 -0.766
H 2.144 0.859 1.596
H 1.152 -1.879 0.550
H 1.910 1.871 0.237
C 0.741 0.125 -0.158
N -0.576 -0.130 0.222
C 1.425 1.099 0.863
H -3.401 0.209 -1.069
N -3.036 -0.002 0.836
H 2.618 -1.003 -0.178
N -2.679 -0.083 -0.414
H 0.708 1.777 1.337
H -1.065 -0.057 -1.770
C 1.557 -1.237 -0.244
```

Output
lowest unoccupied orbital energy (spin up / spin down)	0.0246 / 0.0244	Eh
ΔE to the lowest compared entry with this formula, charge and spin	505.5	kJ/mol
net charge	0
Kohn-Sham gap (spin up / spin down)	7.7 / 7.7	eV

=====

- Look up the net charge of the sixth one.
  0